Entry 1:
62
Properties=species:S:1:pos:R:3 method="wB97M-V/def2-TZVPD" molar_mass_g_mol=931.02 gap_ev="9.0938 / 5.5049" total_charge=+1 multiplicity=3
Hf -0.025 -1.625 -1.703
S -1.692 0.373 -3.277
S -2.546 -2.789 -0.553
S 2.664 -1.010 -2.842
S 1.572 -3.704 -0.023
F 3.796 -3.659 1.508
F -5.207 -2.514 -0.369
F 4.626 0.816 -2.392
F 3.772 -5.246 0.023
F -2.227 0.309 -5.808
F -4.442 -1.967 -2.280
F 4.127 0.346 -4.607
F -1.099 2.097 -5.188
F -4.697 -4.025 -1.759
F -0.140 0.207 -5.501
F 4.203 -3.212 -0.537
F 2.791 1.591 -3.326
O 3.423 -2.227 -3.101
O -1.544 -3.414 -1.458
O -2.655 -3.380 0.795
O 1.031 -2.392 0.334
O -0.490 0.467 -2.466
O 2.243 -0.943 -1.425
O 1.342 -1.041 -3.412
O 0.869 -4.869 0.587
O -2.074 -1.379 -0.591
O -1.866 -1.064 -3.239
O 1.255 -3.594 -1.470
O -2.814 1.178 -2.894
O 0.191 0.516 0.220
N -0.031 1.383 1.347
C 1.148 1.634 2.254
C 1.036 2.942 2.941
C -1.446 2.934 2.492
C 2.532 1.713 1.623
C 3.687 0.545 -3.322
C -2.355 1.926 0.495
C -1.453 1.641 1.714
C -4.381 -2.823 -1.320
C -1.239 0.784 -5.083
C 3.501 -3.952 0.274
C 1.140 0.521 3.428
C -0.304 3.232 3.487
C -2.117 0.522 2.618
H -2.327 3.022 3.128
H 1.715 2.920 3.793
H 3.325 1.992 2.316
H 0.859 -0.486 3.121
H 2.603 2.426 0.801
H -1.976 -0.483 2.219
H -0.556 2.840 4.472
H -1.512 3.776 1.802
H 0.518 0.639 4.316
H -1.860 2.664 -0.136
H 2.772 0.811 1.060
H -3.215 2.495 0.848
H -2.616 1.060 -0.114
H -0.360 4.287 3.757
H -1.803 0.492 3.662
H 1.388 3.749 2.299
H -3.204 0.597 2.654
H 2.146 0.348 3.809

=====

Entry 2:
14
Properties=species:S:1:pos:R:3 method="wB97M-V/def2-TZVPD" molar_mass_g_mol=118.08 gap_ev="7.8705 / 8.1784" e_above_lowest_kcal_mol=77.3 total_charge=0
P -0.041 0.751 -0.141
O 0.287 1.783 0.830
N 1.651 -1.440 0.404
N -0.234 1.491 -1.652
C -2.305 -1.163 0.969
C 2.469 -0.543 0.687
C 1.579 -0.307 -0.466
H -1.777 -1.065 1.980
H -3.108 -0.461 0.844
H 3.207 -0.200 1.447
H -2.408 -2.071 0.422
H 1.795 -0.343 -1.537
H -0.165 2.539 -1.581
H -0.949 1.029 -2.206

=====

Entry 3:
11
Properties=species:S:1:pos:R:3 method="wB97M-V/def2-TZVPD" molar_mass_g_mol=109.09 gap_ev=8.7765 e_above_lowest_kcal_mol=109.9 total_charge=0 smiles="[H]/N=c1/cnncnn1"
N 0.691 1.080 -0.721
N -1.265 -1.215 -0.349
N 2.038 -0.393 0.505
N -0.370 1.684 -0.611
N -1.806 -0.268 0.376
C -0.098 -1.300 -0.554
C -1.326 0.909 0.367
C 0.896 -0.216 -0.017
H 2.642 0.411 0.864
H 0.247 -2.257 -1.210
H -1.649 1.565 1.349

=====

Entry 4:
16
Properties=species:S:1:pos:R:3 method="wB97M-V/def2-TZVPD" molar_mass_g_mol=112.13 gap_ev=8.9447 e_above_lowest_kcal_mol=247.2 total_charge=0
O -0.566 -0.059 1.164
N 1.429 1.341 -0.159
N 1.814 0.095 0.442
C -1.668 -0.447 -0.382
C -0.269 -0.721 -0.020
C 0.059 1.680 -0.066
C -1.238 0.872 0.284
C 1.097 -1.225 0.008
H -0.237 2.757 -0.284
H 1.329 -2.278 0.688
H -2.047 -0.879 -1.454
H -2.245 -0.934 0.620
H -2.219 1.502 0.701
H 1.674 -1.481 -1.140
H 0.271 -0.176 -0.904
H 2.817 -0.046 0.503